# 1
{
  "formula": "C4H8N2",
  "method": "ωB97M-V with the def2-TZVPD basis set",
  "molar_mass_g_mol": 84.12,
  "smiles": "C=C(C)N.C#N",
  "homo_energy_ha": -0.3218,
  "max_force_ev_per_a": 1.11,
  "orbital_gap_ev": 9.68,
  "de_lowest_kj_mol": 98.0,
  "energy_ev": -7256.860,
  "symbols": ["H", "C", "H", "H", "N", "C", "H", "N", "C", "C", "H", "H", "H", "H"],
  "xyz": [[1.6798, -0.3850, 0.8685], [1.6051, 0.1262, -0.1001], [-1.2457, -1.4025, -0.8941], [-1.5021, 0.9780, -1.4641], [-0.2530, -1.2930, -0.7380], [-1.3891, -0.0349, 2.0129], [1.8894, 1.1708, 0.0415], [-1.4103, -0.7889, 2.8869], [-0.5047, 1.0820, -1.0419], [0.2107, 0.0131, -0.6529], [2.3227, -0.3463, -0.7797], [0.0957, -1.9303, -0.0351], [-0.0675, 2.0741, -1.0270], [-1.3202, 0.6385, 1.1701]],
  "forces_ev_per_angstrom": [[-0.030, 0.067, -0.130], [0.020, 0.037, 0.020], [0.134, 0.013, -0.034], [0.131, -0.014, 0.076], [-0.104, 0.037, 0.084], [-0.026, -0.673, 0.803], [-0.053, -0.150, -0.055], [-0.002, 0.732, -0.828], [0.083, -0.097, -0.060], [0.007, 0.155, -0.028], [-0.108, 0.042, 0.092], [-0.009, 0.091, -0.095], [-0.040, -0.162, 0.011], [-0.003, -0.077, 0.143]],
  "mulliken_charge": [0.318, -1.181, 0.251, 0.315, -0.464, 0.232, 0.309, -0.399, -1.009, 0.534, 0.327, 0.280, 0.278, 0.209]
}

# 2
{
  "formula": "C10H18N3",
  "method": "ωB97M-V with the def2-TZVPD basis set",
  "molar_mass_g_mol": 180.28,
  "homo_energy_ha": [-0.1224, -0.3258],
  "max_force_ev_per_a": 1.94,
  "orbital_gap_ev": [4.25, 9.66],
  "s2": 0.754,
  "de_lowest_kj_mol": 10.2,
  "energy_ev": -15129.691,
  "multiplicity": 2,
  "symbols": ["C", "C", "C", "C", "C", "H", "H", "H", "C", "H", "N", "H", "H", "H", "C", "H", "N", "H", "H", "H", "H", "H", "H", "N", "H", "H", "H", "C", "C", "C", "H"],
  "xyz": [[-1.0908, -2.3084, 2.0580], [1.6905, 0.8741, 1.2693], [0.0823, -2.2265, 2.7895], [-2.2542, 1.2618, -2.2317], [0.7265, -0.1856, 1.6376], [-0.6902, 0.6206, 0.3317], [1.8386, 0.9018, 0.1809], [-1.1599, -1.1996, -2.3519], [0.9785, -1.1556, 2.6009], [-2.8808, 1.3894, -3.1173], [1.4146, 0.7271, -2.7995], [-1.7180, -3.1797, 2.1708], [0.3836, -3.0160, 3.4586], [1.4601, 2.3340, 2.8826], [0.1053, 0.4275, -2.6706], [-2.4275, 0.2989, -1.7505], [-0.8425, 1.4190, -2.6003], [2.1288, 0.1469, -2.3035], [-2.3174, -1.2988, 0.5984], [-0.5225, 2.3581, -2.6275], [2.6764, 0.6048, 1.6386], [1.7275, 1.5411, -3.2498], [-2.4941, 1.9939, -1.4561], [-0.2255, -0.8897, -2.5037], [0.2068, 2.4010, 1.7063], [0.5656, -1.4684, -2.2831], [1.8422, -1.1069, 3.2560], [-1.3745, -1.2910, 1.1295], [-0.5219, -0.2192, 0.9878], [1.3029, 2.2565, 1.8084], [1.7899, 3.1083, 1.2942]],
  "forces_ev_per_angstrom": [[0.588, 0.291, -0.427], [0.889, 0.755, -0.028], [0.409, 0.580, -0.336], [0.994, 0.092, 0.201], [-0.964, -0.660, 0.387], [-0.454, -0.105, -0.399], [-0.384, 0.077, 0.087], [0.010, -0.162, 0.242], [-0.496, -0.430, 0.020], [-0.266, -0.120, 0.214], [1.292, -1.217, 0.776], [-0.227, 0.062, -0.054], [-0.199, -0.092, 0.270], [0.313, -0.032, 0.057], [-0.667, -0.004, -1.096], [-0.060, -0.067, -0.238], [-1.410, 0.346, 0.671], [-0.489, 0.748, -0.120], [-0.015, -0.081, -0.107], [0.393, 0.467, 0.077], [0.190, -0.032, 0.233], [0.373, 0.674, -0.447], [-0.239, 0.078, -0.250], [0.409, -0.337, -0.289], [0.520, -0.004, -0.197], [-0.312, -0.520, 0.306], [0.217, 0.019, -0.338], [-0.535, -0.053, 0.741], [1.107, -0.146, 0.027], [-0.922, 0.442, -0.270], [-0.065, -0.571, 0.287]],
  "lowdin_spin": [0.002, 0.013, 0.000, 0.021, 0.005, 0.000, 0.014, 0.007, 0.002, 0.004, 0.126, 0.000, 0.000, 0.000, 0.412, 0.002, 0.135, 0.057, 0.000, 0.018, 0.001, 0.014, 0.007, 0.120, 0.001, 0.029, 0.000, 0.002, 0.002, 0.003, 0.003]
}